Record 1
A structure of composition C37H40AuNOP3 in a non-equilibrium geometry, computed with wB97M-V/def2-TZVPD.

The energy is -74100.91019 eV. Its HOMO-LUMO gap (alpha / beta) is 0.183 / 0.178 Eh. Its spin multiplicity is 3. As for the total charge: +1. The calculation puts the energy above the lowest of the compared OMol25 structures with the same formula, charge and spin at 7.860 eV.

Last column: Löwdin charge in e.
Positions of all 83 atoms, in Å:
C: -1.4494 -4.8227 -2.7261  -0.047
C: -0.8406 -3.5595 -2.6211  -0.246
C: -1.6360 -2.3894 -2.7819  -0.204
C: -3.0140 -2.5256 -3.1032  -0.142
C: -3.5799 -3.7981 -3.2415  -0.022
C: -2.8083 -4.9530 -3.0390  -0.065
C: -3.8101 -1.2441 -3.2267  -0.072
C: -2.9822 -0.1766 -3.9064  -0.145
C: -1.6125 -0.1398 -3.5531  -0.232
C: -0.7673 0.8601 -4.1078  -0.236
C: -1.3257 1.8362 -4.9492  -0.042
C: -2.6865 1.8074 -5.2873  -0.066
C: -3.5053 0.7890 -4.7758  -0.019
H: -0.8306 -5.7180 -2.5906  0.116
H: -4.6440 -3.8842 -3.4920  0.121
H: -3.2603 -5.9457 -3.1331  0.111
H: -4.7666 -1.4126 -3.7492  0.128
H: -0.6742 2.6107 -5.3716  0.116
H: -3.1031 2.5689 -5.9545  0.111
H: -4.5698 0.7551 -5.0371  0.122
N: -1.0769 -1.1004 -2.6781  -0.104
Au: -0.1643 -0.4110 -0.9298  0.981
C: 0.6358 -3.4367 -2.3473  -0.273
H: 1.1237 -2.8024 -3.1125  0.092
H: 1.1239 -4.4271 -2.3361  0.106
C: 0.7153 0.8090 -3.8418  -0.255
H: 1.1171 -0.1775 -4.1450  0.098
H: 1.2508 1.5942 -4.4047  0.107
P: 0.8887 -2.5418 -0.7367  0.830
P: 1.1621 0.9446 -2.0418  0.790
C: 1.0466 2.7395 -1.6572  -0.216
H: 1.3955 2.9141 -0.6262  0.067
H: 1.6516 3.3353 -2.3628  0.073
H: -0.0135 3.0313 -1.7250  0.048
C: 2.9838 0.6421 -2.0387  -0.204
H: 3.5151 1.4337 -2.5963  0.072
H: 3.3481 0.6156 -0.9987  0.030
H: 3.1867 -0.3323 -2.5117  0.044
C: 0.1433 -3.7075 0.4915  -0.220
H: 0.4586 -4.7497 0.3061  0.066
H: 0.4448 -3.4057 1.5084  0.055
H: -0.9547 -3.6433 0.4106  0.054
C: 2.6947 -2.7136 -0.3827  -0.219
H: 2.9377 -2.1419 0.5286  0.027
H: 2.9744 -3.7720 -0.2393  0.069
H: 3.2757 -2.2948 -1.2197  0.041
H: -4.0596 -0.8867 -2.2018  0.143
H: -1.0800 0.9260 -1.1383  0.087
O: 0.1548 0.3872 0.8760  -0.697
P: -0.0349 0.5548 2.4036  0.890
C: 1.7508 0.2469 2.6591  -0.251
C: 2.2601 0.2308 3.9471  -0.016
C: 3.6731 0.2774 4.0055  -0.064
C: 4.4741 -0.0005 2.9928  -0.094
C: 3.8975 -0.0371 1.7537  -0.093
C: 2.5337 0.0428 1.6061  -0.155
C: -0.6405 2.2617 2.1411  -0.246
C: -0.7484 2.7535 0.8507  -0.074
C: -0.9406 4.1538 0.7852  -0.095
C: -1.3446 4.9023 1.7953  -0.093
C: -1.2775 4.3351 3.0376  -0.035
C: -0.9683 3.0053 3.1913  -0.130
C: -0.2591 0.7529 4.2089  -0.427
C: 0.3044 1.8452 4.8477  -0.153
C: 0.3173 1.7403 6.2587  -0.076
C: -0.4298 0.9025 6.9543  -0.092
C: -1.0145 -0.1160 6.2541  -0.064
C: -0.9587 -0.1531 4.8818  -0.105
H: 1.6412 0.1872 4.8187  0.092
H: 4.1240 0.5572 4.9346  0.110
H: 5.5180 -0.1870 3.1346  0.115
H: 4.5171 -0.1294 0.8862  0.095
H: 2.0986 -0.0603 0.6340  0.031
H: -0.6915 2.1310 -0.0178  -0.002
H: -0.7453 4.6399 -0.1478  0.095
H: -1.7050 5.8993 1.6495  0.115
H: -1.4684 4.9355 3.9024  0.112
H: -0.9919 2.5646 4.1661  0.075
H: 0.6945 2.6915 4.3219  0.128
H: 0.9784 2.3847 6.7997  0.112
H: -0.5699 1.0146 8.0092  0.114
H: -1.5229 -0.8953 6.7824  0.103
H: -1.4841 -0.9190 4.3504  0.100


Record 2
A structure of composition C37H40BiN12S in a non-equilibrium geometry, computed with wB97M-V/def2-TZVPD.

The energy is -73568.95894 eV. Its HOMO-LUMO gap is 0.228 Eh. Its spin multiplicity is 1. As for the total charge: +1. The calculation puts the energy above the lowest of the compared OMol25 structures with the same formula, charge and spin at 1.671 eV.

Last column: Löwdin charge in e.
Positions of all 91 atoms, in Å:
Bi: 0.1776 0.3318 -0.9092  1.690
C: -2.6684 -0.2384 6.1107  -0.101
C: -1.8997 0.6551 5.3787  -0.098
C: -1.4863 0.3507 4.0909  -0.070
C: -1.8037 -0.8796 3.5123  -0.320
C: -2.6001 -1.7688 4.2543  -0.049
C: -3.0252 -1.4494 5.5321  -0.087
N: -1.5058 -1.1518 2.1757  0.091
C: -1.0178 -2.3211 1.8122  -0.245
C: -0.3414 -3.2160 2.7197  -0.027
C: 0.4039 -4.2608 2.2714  -0.081
C: 0.4923 -4.5681 0.8864  -0.113
C: -0.2197 -3.8254 -0.0018  -0.095
C: -1.0201 -2.7217 0.4117  -0.266
N: -1.6925 -2.1242 -0.5945  0.022
N: -2.6084 -1.2926 -0.3602  -0.012
C: -3.1339 -0.5188 -1.3640  -0.362
C: -4.5325 -0.3987 -1.4561  -0.007
C: -5.0747 0.5339 -2.3013  -0.057
C: -4.2228 1.3761 -3.0160  -0.063
C: -2.8704 1.2306 -2.8282  -0.193
N: -2.3088 0.2919 -2.0541  -0.018
H: -2.9909 0.0068 7.1140  0.099
H: -1.6080 1.6018 5.8192  0.103
H: -0.8964 1.0550 3.5201  0.107
H: -2.8893 -2.7098 3.8001  0.117
H: -3.6482 -2.1492 6.0759  0.104
H: -0.4338 -3.0212 3.7794  0.106
H: 0.9301 -4.8851 2.9836  0.106
H: 1.0911 -5.4084 0.5608  0.094
H: -0.2461 -4.0852 -1.0545  0.099
H: -5.1479 -1.0577 -0.8588  0.116
H: -6.1472 0.6242 -2.4128  0.114
H: -4.6085 2.1301 -3.6866  0.106
H: -2.1825 1.9188 -3.3122  0.092
C: 2.5751 -4.4377 -2.8275  -0.036
N: 2.4735 -3.2597 -3.6732  -0.149
C: 2.7538 -3.4296 -5.0929  -0.042
C: 1.9961 -2.0994 -3.1504  -0.428
N: 1.4477 -1.9283 -2.0145  0.096
N: 2.2041 -0.9729 -3.9651  0.154
C: 1.2875 0.0310 -4.1586  -0.488
N: 1.4824 0.7408 -5.3007  0.185
N: 0.2931 0.2256 -3.3594  -0.002
H: 3.3941 -5.0566 -3.1881  0.095
H: 1.6538 -5.0265 -2.8342  0.100
H: 2.7984 -4.1430 -1.8028  0.088
H: 3.7484 -3.0630 -5.3700  0.094
H: 2.0027 -2.9383 -5.7118  0.095
H: 2.7241 -4.4890 -5.3334  0.095
H: 1.2029 -2.7791 -1.5184  0.016
H: 2.8921 -1.0853 -4.6891  0.128
H: 2.3278 0.6497 -5.8351  0.112
H: 0.9385 1.5693 -5.4589  0.113
H: -0.3766 0.8987 -3.7096  0.037
N: 2.4793 -0.4735 0.1821  -0.008
C: 2.8250 0.3975 1.2391  -0.276
C: 2.9973 -0.0948 2.5260  -0.025
C: 3.2774 0.7598 3.5768  -0.072
C: 3.4010 2.1193 3.3338  -0.076
C: 3.2368 2.6068 2.0478  -0.030
C: 2.9433 1.7643 0.9741  -0.146
C: 2.7576 2.3538 -0.3832  -0.211
C: 3.6667 3.3523 -0.7557  -0.036
C: 3.5079 4.0911 -1.9138  -0.070
C: 2.4052 3.8540 -2.7177  -0.085
C: 1.5265 2.8357 -2.3826  -0.188
C: 1.6931 2.0358 -1.2494  -0.361
H: 2.4677 -1.4489 0.4456  0.089
H: 2.9974 -0.3087 -0.6710  0.083
H: 2.9074 -1.1628 2.6892  0.114
H: 3.3949 0.3691 4.5786  0.110
H: 3.6303 2.7998 4.1433  0.106
H: 3.3083 3.6728 1.8706  0.117
H: 4.5115 3.5494 -0.1072  0.117
H: 4.2249 4.8611 -2.1663  0.109
H: 2.2280 4.4561 -3.6006  0.104
H: 0.6587 2.6856 -3.0158  0.067
C: -2.1833 4.6582 1.8130  -0.032
N: -2.6573 3.2881 1.8380  -0.119
C: -3.5130 2.7222 2.7634  -0.036
C: -3.6250 1.4161 2.4544  -0.065
N: -2.8512 1.1942 1.3370  0.101
C: -2.2417 2.3345 0.9792  -0.699
S: -1.1353 2.6542 -0.2894  0.631
H: -2.7167 5.2374 2.5608  0.096
H: -2.3430 5.0849 0.8250  0.084
H: -1.1138 4.6782 2.0220  0.093
H: -3.9504 3.2938 3.5619  0.130
H: -4.1814 0.6308 2.9323  0.135
H: -2.6179 0.2703 0.9535  0.083


> Which value of spin multiplicity does entry 1 give?

3